1.
C60H122N6O20 | ωB97M-V/def2-TZVPD

**Charge**: 0

Last column: Mulliken charge in e.
Positions of all 208 atoms, in Å:
C 2.40 -1.37 -27.04  -1.01
C 1.06 -1.99 -27.24  1.89
C 0.36 -2.15 -25.84  -0.86
C 0.27 -0.98 -28.12  -1.18
C 0.48 -0.97 -29.60  -1.09
C 0.39 -2.43 -30.13  -1.02
C 1.18 -3.51 -29.32  1.80
C 0.46 -4.88 -29.68  -1.12
C 2.67 -3.39 -29.71  -1.11
N 1.00 -3.34 -27.87  0.34
O 1.63 -4.35 -27.03  2.24
H 3.12 -2.16 -26.86  -0.32
H 2.71 -0.92 -27.99  0.38
H 2.40 -0.60 -26.27  0.45
H -0.64 -2.56 -25.98  -0.47
H 0.95 -2.85 -25.24  -0.31
H 0.24 -1.25 -25.24  0.55
H -0.81 -1.06 -27.98  0.11
H 0.55 0.01 -27.77  0.32
H -0.10 -0.14 -29.99  0.49
H 1.50 -0.74 -29.88  0.46
H 0.49 -2.35 -31.21  0.55
H -0.66 -2.65 -29.92  -0.13
H 0.80 -5.35 -30.61  0.47
H -0.63 -4.81 -29.58  -0.32
H 0.77 -5.64 -28.96  -0.11
H 3.21 -2.53 -29.32  0.18
H 2.74 -3.55 -30.79  0.54
H 3.18 -4.22 -29.23  -0.18
H 2.56 -4.17 -26.90  -0.97
C 4.11 -3.49 -24.37  -1.60
C 5.06 -4.57 -24.89  1.47
C 6.52 -4.10 -24.99  -1.82
C 4.95 -5.68 -23.77  -0.53
C 5.45 -7.06 -24.19  -1.30
C 4.69 -7.52 -25.46  -0.74
C 4.87 -6.52 -26.61  1.25
C 6.29 -6.77 -27.15  -1.79
C 3.84 -7.06 -27.71  -1.46
N 4.54 -5.12 -26.17  1.31
O 4.51 -4.27 -27.18  -0.62
H 4.17 -2.53 -24.87  0.41
H 3.11 -3.89 -24.49  -0.01
H 4.23 -3.20 -23.32  0.50
H 7.15 -4.98 -25.16  0.32
H 6.62 -3.31 -25.73  0.37
H 6.90 -3.63 -24.08  0.43
H 5.43 -5.33 -22.86  0.64
H 3.94 -5.80 -23.39  -0.50
H 6.49 -6.95 -24.49  0.61
H 5.28 -7.74 -23.36  0.48
H 3.67 -7.53 -25.08  -0.72
H 5.05 -8.51 -25.73  0.71
H 7.14 -6.58 -26.50  0.34
H 6.48 -6.21 -28.07  0.43
H 6.41 -7.83 -27.38  0.47
H 4.15 -8.03 -28.10  0.69
H 3.73 -6.40 -28.57  0.48
H 2.84 -7.18 -27.30  -0.40
H 5.44 -4.25 -27.43  0.44
C -1.58 -12.09 -29.81  -1.80
C -0.35 -11.77 -28.92  1.21
C 0.42 -13.10 -28.86  -1.89
C 0.54 -10.74 -29.67  -1.31
C 1.72 -10.12 -28.82  -0.97
C 1.13 -9.53 -27.58  0.45
C 0.20 -10.48 -26.79  1.48
C 1.08 -11.51 -25.98  -1.62
C -0.63 -9.57 -25.73  -1.31
N -0.79 -11.13 -27.66  1.05
O -1.65 -11.92 -26.98  -0.57
H -2.26 -12.82 -29.38  0.38
H -2.04 -11.10 -29.85  0.36
H -1.23 -12.46 -30.78  0.42
H -0.16 -13.73 -28.18  0.36
H 0.43 -13.56 -29.84  0.51
H 1.47 -12.99 -28.59  0.30
H 1.02 -11.15 -30.56  0.53
H -0.13 -9.96 -30.01  0.30
H 2.43 -10.93 -28.66  0.37
H 2.25 -9.34 -29.38  0.49
H 0.73 -8.54 -27.77  -0.32
H 1.94 -9.34 -26.86  -0.23
H 1.79 -12.00 -26.65  0.30
H 0.38 -12.24 -25.57  0.53
H 1.63 -11.05 -25.15  -0.08
H 0.07 -9.30 -24.94  -0.12
H -1.44 -10.03 -25.16  0.67
H -1.13 -8.75 -26.25  0.20
H -2.51 -11.58 -27.23  0.34
C -6.66 -6.92 -30.79  -1.75
C -6.13 -5.95 -29.74  1.75
C -6.49 -4.52 -30.02  -1.85
C -6.67 -6.23 -28.27  -1.56
C -5.87 -5.69 -27.09  -0.83
C -4.39 -6.04 -27.26  -0.33
C -3.80 -5.73 -28.63  2.56
C -3.22 -4.28 -28.50  -1.79
C -2.58 -6.66 -28.85  -1.94
N -4.66 -5.93 -29.81  0.44
O -4.14 -5.46 -31.01  -0.51
H -6.86 -7.88 -30.31  0.34
H -7.54 -6.55 -31.31  0.40
H -5.98 -7.10 -31.62  0.29
H -7.48 -4.22 -29.67  0.44
H -5.83 -3.82 -29.50  0.33
H -6.52 -4.21 -31.07  0.38
H -7.56 -5.65 -28.02  0.45
H -6.70 -7.31 -28.09  0.31
H -6.08 -4.63 -27.01  0.39
H -6.44 -6.00 -26.22  0.28
H -4.33 -7.10 -27.02  0.47
H -3.90 -5.50 -26.44  -0.22
H -2.58 -4.02 -29.35  0.49
H -2.70 -4.14 -27.55  -0.34
H -4.06 -3.59 -28.49  0.41
H -2.92 -7.69 -28.89  0.85
H -1.90 -6.54 -28.01  -0.33
H -2.03 -6.55 -29.79  0.46
H -3.82 -6.25 -31.46  0.36
C -3.38 -2.28 -24.91  -0.46
O -3.10 -0.97 -24.51  -0.43
C -2.66 -0.17 -25.53  0.58
C -2.10 1.16 -24.95  -0.93
N -3.06 2.27 -24.58  -0.35
C -2.54 3.36 -23.72  -0.69
C -1.52 4.32 -24.41  -0.45
O -2.23 5.24 -25.28  -0.30
C -1.41 6.28 -25.78  -0.78
H -4.11 -2.76 -24.26  0.32
H -2.44 -2.80 -24.71  0.04
H -3.67 -2.54 -25.92  0.31
H -3.41 0.07 -26.28  0.42
H -1.85 -0.58 -26.14  -0.60
H -1.33 1.38 -25.69  0.25
H -1.61 0.86 -24.02  0.35
H -3.89 1.87 -24.15  0.30
H -2.03 2.93 -22.87  0.38
H -3.39 3.97 -23.41  0.41
H -0.76 3.73 -24.93  0.29
H -1.06 5.00 -23.69  0.39
H -0.93 6.88 -25.00  0.30
H -2.05 6.78 -26.50  0.28
H -0.66 6.00 -26.51  0.31
C -2.53 -12.08 -21.41  -0.41
O -3.77 -11.69 -20.89  -0.43
C -3.92 -10.45 -20.26  -0.62
C -3.32 -9.25 -21.07  -0.43
N -3.71 -7.91 -20.60  0.04
C -3.37 -7.75 -19.20  -1.46
C -1.90 -7.80 -18.78  0.38
O -1.56 -9.13 -18.61  -0.26
C -0.22 -9.12 -18.08  -0.85
H -1.81 -12.13 -20.59  0.26
H -2.18 -11.42 -22.20  0.03
H -2.61 -13.10 -21.79  0.32
H -3.50 -10.57 -19.26  0.28
H -4.99 -10.24 -20.16  0.27
H -3.68 -9.29 -22.10  0.66
H -2.25 -9.40 -21.12  0.11
H -3.25 -7.20 -21.14  0.28
H -3.97 -8.39 -18.53  0.47
H -3.64 -6.74 -18.88  0.45
H -1.70 -7.19 -17.90  0.67
H -1.24 -7.40 -19.55  -0.36
H 0.53 -8.36 -18.29  0.27
H 0.33 -10.02 -18.37  0.25
H -0.36 -9.05 -17.00  0.36
O -8.14 -3.41 -22.50  -0.63
C -7.12 -4.09 -22.54  0.63
O -6.34 -4.25 -21.54  -0.38
C -5.25 -5.01 -21.79  -0.06
C -5.73 -5.79 -23.00  0.48
O -6.71 -4.90 -23.53  -0.34
H -4.36 -4.40 -21.98  0.25
H -5.09 -5.76 -21.02  0.04
H -6.13 -6.77 -22.79  0.44
H -4.82 -5.78 -23.61  -0.42
O 4.08 -3.68 -19.11  -0.60
C 3.12 -4.38 -19.49  0.58
O 1.81 -4.34 -19.07  -0.38
C 1.03 -5.18 -19.86  0.39
C 2.06 -5.96 -20.70  1.02
O 3.21 -5.23 -20.53  -0.31
H 0.37 -5.83 -19.29  -0.05
H 0.33 -4.66 -20.51  0.14
H 1.78 -5.93 -21.76  -0.67
H 2.10 -6.96 -20.28  -0.13
O -2.23 -6.20 -22.48  -0.74
C -1.43 -6.22 -23.46  -0.17
O -1.78 -6.22 -24.77  -0.02
C -0.72 -5.84 -25.60  1.95
C 0.45 -6.00 -24.61  0.90
O -0.07 -6.08 -23.35  0.08
H -0.55 -6.40 -26.51  -1.20
H -0.90 -4.79 -25.86  -0.72
H 1.03 -5.07 -24.65  -0.66
H 0.99 -6.92 -24.81  -0.23
O 2.41 -8.21 -22.89  0.37
C 2.59 -9.40 -22.63  -0.01
O 2.00 -10.00 -21.56  -0.27
C 2.46 -11.32 -21.44  -0.46
C 3.52 -11.45 -22.52  -0.36
O 3.45 -10.24 -23.25  -0.31
H 2.77 -11.54 -20.42  0.29
H 1.57 -11.92 -21.64  0.27
H 3.39 -12.28 -23.22  0.33
H 4.51 -11.50 -22.06  0.32



2.
C60H128O30 | ωB97M-V/def2-TZVPD

**Charge**: 0

Last column: Mulliken charge in e.
Positions of all 218 atoms, in Å:
C -1.70 -3.43 -12.71  -0.80
O -2.21 -2.41 -11.83  -0.34
C -3.59 -1.96 -12.03  -0.77
C -3.92 -0.84 -11.00  0.13
O -3.05 0.29 -11.11  -0.21
C -3.47 1.39 -10.28  0.11
C -2.84 2.74 -10.64  0.82
O -1.44 2.92 -10.51  -0.52
C -0.61 1.97 -11.16  -0.51
H -2.32 -4.32 -12.80  0.30
H -0.70 -3.63 -12.34  0.26
H -1.54 -3.06 -13.72  0.31
H -4.25 -2.79 -11.78  0.45
H -3.73 -1.55 -13.03  0.31
H -3.95 -1.20 -9.97  0.54
H -4.96 -0.59 -11.22  -0.35
H -3.37 1.24 -9.21  0.60
H -4.54 1.51 -10.43  -0.26
H -3.24 3.46 -9.93  -0.37
H -3.08 3.06 -11.66  -0.24
H 0.40 2.37 -11.10  0.29
H -0.89 1.83 -12.20  0.12
H -0.67 1.01 -10.65  0.24
C -12.50 3.46 -15.24  -0.94
O -12.97 4.65 -14.64  -0.24
C -12.43 4.84 -13.32  0.35
C -13.36 5.83 -12.59  -0.67
O -13.71 7.02 -13.30  -0.53
C -12.65 7.95 -13.55  -0.25
C -12.16 8.66 -12.27  -0.81
O -11.10 7.88 -11.79  0.60
C -10.51 8.42 -10.55  -0.22
H -12.81 3.39 -16.29  0.25
H -12.91 2.58 -14.75  0.42
H -11.42 3.39 -15.35  0.30
H -11.42 5.26 -13.41  -0.38
H -12.37 3.93 -12.72  0.60
H -12.93 6.08 -11.62  0.12
H -14.34 5.39 -12.47  0.41
H -13.05 8.71 -14.21  0.49
H -11.89 7.50 -14.19  0.08
H -12.95 8.79 -11.53  0.34
H -11.74 9.64 -12.51  0.36
H -9.74 7.70 -10.28  -0.39
H -11.16 8.63 -9.70  0.35
H -9.92 9.32 -10.75  -0.30
C -15.60 9.56 -5.78  -0.76
O -14.34 10.12 -5.76  -0.35
C -13.79 10.47 -7.08  -0.43
C -12.82 11.66 -6.96  -0.59
O -12.20 11.86 -8.27  -0.17
C -11.23 12.93 -8.29  -0.71
C -10.72 13.08 -9.72  -0.50
O -10.09 11.86 -10.07  -0.16
C -9.41 11.96 -11.34  -1.04
H -15.62 8.64 -6.38  0.30
H -16.40 10.18 -6.17  0.30
H -15.92 9.39 -4.76  0.27
H -14.53 10.77 -7.83  0.49
H -13.33 9.57 -7.49  0.13
H -12.13 11.48 -6.14  0.32
H -13.33 12.59 -6.69  0.42
H -10.39 12.66 -7.65  0.31
H -11.55 13.92 -7.98  0.40
H -9.98 13.88 -9.68  0.40
H -11.51 13.29 -10.43  0.32
H -9.12 13.00 -11.49  0.62
H -10.01 11.57 -12.15  0.19
H -8.48 11.38 -11.29  0.24
C -7.05 8.51 -13.45  -0.66
O -7.69 7.76 -14.47  0.73
C -8.51 6.64 -14.06  0.89
C -7.66 5.45 -13.60  1.12
O -7.24 5.55 -12.21  0.66
C -6.49 4.51 -11.66  0.38
C -6.76 4.36 -10.11  0.67
O -6.13 3.16 -9.56  0.54
C -6.02 3.16 -8.14  -0.87
H -7.75 8.97 -12.76  0.07
H -6.49 9.31 -13.94  0.07
H -6.36 7.99 -12.79  0.10
H -9.12 6.42 -14.93  -0.79
H -9.20 6.96 -13.29  -0.71
H -6.75 5.34 -14.19  -0.52
H -8.32 4.59 -13.71  -0.28
H -5.43 4.68 -11.85  0.21
H -6.84 3.61 -12.15  -0.73
H -7.81 4.25 -9.87  -0.66
H -6.41 5.23 -9.55  -0.82
H -5.72 4.14 -7.75  0.11
H -5.35 2.36 -7.81  0.27
H -6.96 2.86 -7.68  0.24
O -9.05 13.10 -14.97  -0.63
C -8.59 11.97 -15.18  0.36
O -7.28 11.58 -15.10  -0.08
C -6.30 12.64 -15.02  -0.37
C -4.93 12.02 -14.75  -0.90
C -9.60 10.85 -15.55  0.60
H -6.53 13.13 -14.08  0.31
H -6.30 13.43 -15.78  0.39
H -4.76 11.18 -15.43  0.13
H -5.10 11.66 -13.74  0.20
H -4.07 12.69 -14.71  0.39
H -10.46 11.36 -15.98  0.56
H -9.92 10.32 -14.66  -0.31
H -9.01 10.19 -16.19  -0.65
O -8.59 5.17 -7.30  -0.61
C -9.65 5.55 -7.83  0.87
O -10.31 6.64 -7.45  -0.17
C -9.90 7.46 -6.37  -0.26
C -10.48 8.90 -6.29  -1.00
C -10.33 4.86 -8.97  -0.53
H -8.82 7.58 -6.29  0.25
H -10.18 7.02 -5.42  0.30
H -10.49 9.53 -7.18  0.19
H -10.02 9.47 -5.49  0.43
H -11.54 8.86 -6.02  0.26
H -10.36 5.49 -9.85  -0.13
H -11.39 4.72 -8.73  0.48
H -9.87 3.92 -9.29  0.01
O -4.23 6.31 -6.89  -0.58
C -4.06 6.65 -8.03  0.72
O -4.91 7.39 -8.78  -0.27
C -6.25 7.72 -8.45  0.16
C -6.78 8.67 -9.56  -0.56
C -2.71 6.38 -8.72  -0.96
H -6.24 8.16 -7.45  0.61
H -6.86 6.83 -8.34  -0.32
H -7.78 8.95 -9.24  0.08
H -6.74 8.20 -10.54  -0.13
H -6.10 9.52 -9.59  0.53
H -2.95 6.34 -9.78  0.23
H -2.37 5.41 -8.37  0.29
H -1.98 7.13 -8.43  0.37
O -6.34 9.36 -20.03  -0.62
C -6.47 8.49 -19.19  0.30
O -5.93 7.27 -19.18  -0.03
C -5.13 6.87 -20.30  -0.37
C -3.69 7.38 -20.14  -1.09
C -7.20 8.70 -17.87  -0.49
H -5.65 7.26 -21.18  0.39
H -5.18 5.78 -20.32  0.29
H -3.63 8.47 -20.12  0.32
H -3.08 7.04 -20.97  0.41
H -3.25 7.01 -19.21  0.20
H -7.56 7.81 -17.36  -0.09
H -8.05 9.35 -18.06  0.50
H -6.49 9.21 -17.22  0.24
O -8.83 4.42 -16.29  0.47
C -8.33 3.98 -17.33  0.35
O -8.96 3.68 -18.45  -0.42
C -10.38 3.57 -18.40  0.66
C -10.88 2.15 -18.66  -1.41
C -6.88 3.64 -17.44  -0.89
H -10.80 4.24 -19.15  0.49
H -10.90 4.01 -17.55  -0.63
H -10.65 1.87 -19.69  0.36
H -11.95 1.97 -18.50  0.33
H -10.30 1.46 -18.05  0.34
H -6.82 2.55 -17.48  0.46
H -6.32 3.93 -16.55  -0.27
H -6.38 4.03 -18.33  0.32
O -7.17 0.27 -15.68  -0.69
C -7.68 1.22 -15.08  0.56
O -7.03 2.14 -14.34  0.25
C -5.65 2.35 -14.52  -0.31
C -4.87 1.29 -13.69  -1.07
C -9.17 1.37 -14.87  -0.48
H -5.39 3.29 -14.04  -0.07
H -5.38 2.32 -15.58  0.47
H -4.88 0.33 -14.19  0.51
H -5.28 1.16 -12.69  -0.24
H -3.80 1.51 -13.59  0.48
H -9.71 1.59 -15.79  -0.28
H -9.32 2.11 -14.09  0.06
H -9.59 0.40 -14.62  0.47
O -2.57 7.02 -15.90  -0.61
C -3.49 6.22 -16.01  0.05
O -3.37 4.82 -16.00  -0.07
C -2.03 4.26 -15.90  -0.64
C -1.74 3.93 -14.45  -0.62
C -4.93 6.67 -16.13  0.74
H -1.25 4.93 -16.28  0.37
H -1.99 3.33 -16.47  0.36
H -1.88 4.79 -13.80  0.32
H -0.71 3.61 -14.28  0.57
H -2.44 3.17 -14.09  -0.20
H -4.89 7.74 -16.37  0.28
H -5.48 6.71 -15.19  -0.47
H -5.55 6.19 -16.88  -0.20
O -13.03 5.49 -18.24  -0.55
C -13.08 6.39 -17.44  0.74
O -12.18 7.40 -17.13  -0.34
C -10.90 7.32 -17.75  1.74
C -10.76 7.92 -19.17  -1.37
C -14.44 6.66 -16.76  -1.03
H -10.49 6.32 -17.77  -0.58
H -10.29 7.92 -17.06  -0.39
H -11.07 8.96 -19.19  0.37
H -11.31 7.30 -19.89  0.39
H -9.70 7.92 -19.42  0.24
H -14.34 7.22 -15.83  0.11
H -14.98 5.74 -16.56  0.28
H -15.00 7.22 -17.51  0.42
O -7.10 -1.83 -10.98  -0.63
C -7.82 -1.29 -11.85  0.83
O -8.36 -0.08 -11.80  -0.15
C -8.12 0.74 -10.66  0.88
C -9.38 0.71 -9.72  -1.59
C -8.04 -2.00 -13.15  -0.85
H -7.87 1.73 -11.05  -0.51
H -7.25 0.39 -10.11  0.19
H -10.30 1.05 -10.19  0.28
H -9.23 1.23 -8.78  0.34
H -9.51 -0.34 -9.45  0.47
H -7.64 -1.35 -13.92  0.05
H -9.09 -2.24 -13.35  0.31
H -7.49 -2.93 -13.10  0.36



no.,DFT total energy (eV),highest occupied orbital energy (eV)
1,-114076.844,-7.89
2,-125714.488,-9.41